1.
90
Properties=species:S:1:pos:R:3 method="wB97M-V/def2-TZVPD" orbital_gap_ev=6.861 charge=-1 lumo_energy_ev=1.5
O 3.715 0.522 2.087
H -1.023 2.283 1.361
O -3.502 1.065 -0.245
O 3.419 -2.421 -2.062
C 2.389 -1.780 -1.818
C -2.090 -1.997 2.266
C -6.094 2.831 -4.565
H -4.029 7.060 0.768
H -1.639 4.825 -1.999
C -2.454 1.517 2.908
C 0.204 -3.620 0.130
C -4.535 3.954 -0.491
H -4.729 -2.411 1.950
C -3.857 6.162 0.187
N -2.029 2.612 -2.973
Tl 0.170 -0.314 -0.143
H -7.459 1.290 -5.182
H -1.531 -2.960 4.721
H 0.002 -5.785 0.627
H -3.088 -4.069 6.307
H 1.525 -1.040 -3.594
C 4.923 4.413 -1.074
C -3.034 -2.635 3.233
H 3.188 4.191 1.085
S 5.628 4.785 -2.522
C -0.312 -4.764 0.781
C -2.742 6.064 -0.631
C -5.250 -3.400 3.782
H 3.816 2.719 -2.901
N -1.291 0.213 1.471
N -0.064 -1.492 -2.332
C -5.684 -4.522 5.924
H 6.311 5.361 0.029
C 3.225 -0.835 0.207
H -5.218 3.116 -0.422
H -6.445 -0.424 -3.715
H -0.630 -2.318 -2.187
H -2.034 6.882 -0.686
C -4.437 2.189 -2.925
C -3.441 -3.709 5.350
C -1.273 -4.303 1.655
O 1.555 0.164 1.632
C 1.267 -1.806 -2.861
C 2.814 0.028 1.411
C 1.820 2.768 0.318
N 1.427 1.964 -0.665
C -6.045 0.583 -3.731
N -0.391 -2.511 0.546
N -6.400 -5.044 6.657
H -0.542 -0.838 -2.942
H -5.617 5.163 0.905
H 1.803 1.312 -2.582
H -4.627 4.162 -3.747
H 0.993 -3.593 -0.611
C 3.261 2.762 -1.976
C -3.420 3.854 -1.322
C -4.784 -3.869 5.008
C -3.197 2.577 -2.116
H 5.153 4.484 0.968
C -2.819 0.221 3.162
C -2.084 -0.608 2.259
C -1.513 1.453 1.855
C -4.963 0.902 -2.918
C -1.305 -2.887 1.517
H 1.259 2.717 1.242
H 4.108 -0.378 -0.243
H -2.803 2.414 3.397
C 2.937 3.579 0.230
H -4.539 0.150 -2.265
H -6.295 -3.519 3.526
C -1.197 1.546 -2.699
H -2.059 2.977 -3.911
C -4.750 5.099 0.259
H -3.522 -0.135 3.900
H -6.533 3.589 -5.202
C 2.145 1.966 -1.794
C 3.690 3.579 -0.939
C -4.376 -2.785 2.903
C -2.771 1.431 -1.145
H -1.873 -4.892 2.332
N -1.546 0.956 -1.504
C -5.018 3.150 -3.752
C -2.574 -3.093 4.464
N 5.443 4.858 0.081
O -0.290 1.188 -3.447
H 1.309 -2.768 -3.370
C -6.612 1.541 -4.556
H 3.544 -1.804 0.604
C -2.522 4.912 -1.379
N 2.168 -0.997 -0.770



2.
88
Properties=species:S:1:pos:R:3 method="wB97M-V/def2-TZVPD" relative_energy_ev=0.000 s2=8.761 spin_multiplicity=6 orbital_gap_ev="7.427 / 7.442" charge=+1 lumo_energy_ev="-3.1 / -3.1"
H 2.968 -1.265 -1.210
C -2.590 -3.751 0.177
C -1.582 -1.013 2.894
C -2.839 1.446 -0.610
H 4.451 1.601 0.652
C -5.522 -0.732 -2.042
H 0.358 -0.490 2.727
C -1.674 -0.933 4.280
C 2.865 -3.949 -0.017
C 3.335 -5.237 -0.256
H -7.277 0.414 -1.603
H -0.449 -6.306 0.754
C -4.660 3.054 -1.492
C 4.571 3.319 -0.612
C -2.660 -1.610 4.972
H -0.966 -0.320 4.821
C -3.851 2.527 -0.498
H -4.929 4.310 2.194
C -4.155 -1.315 -0.141
S -2.912 1.939 1.807
C -6.403 -0.072 -1.199
O -3.648 1.226 2.804
P -2.511 -1.942 0.366
H 2.782 4.554 -0.680
N 2.289 -1.102 -0.460
N 1.863 0.170 -0.341
H 8.339 2.503 -0.849
H 3.052 -7.062 -1.320
C 1.156 -2.099 -0.443
Br 0.318 2.825 -0.484
C 2.595 1.128 -0.799
C -2.513 -1.788 2.195
N -2.449 0.971 0.562
H -6.219 4.456 -1.896
O 0.182 -1.681 -1.271
C -4.399 -1.344 -1.516
C 3.137 3.536 -0.650
H 3.525 0.915 -1.331
H 0.236 -3.942 -2.124
O 3.546 -3.218 0.910
C -1.339 -5.791 0.424
C 6.798 3.922 -1.304
H 1.065 -6.242 -2.539
H -4.854 -0.592 1.761
C -5.571 4.041 -1.137
H -6.388 5.265 0.418
C -3.570 -2.394 4.281
H 4.222 -5.563 0.265
C 1.744 -3.480 -0.711
C 7.296 2.754 -0.745
H -4.202 -3.080 2.352
H 7.468 4.608 -1.799
C -5.669 4.496 0.171
C -6.160 -0.031 0.165
C 5.449 4.212 -1.235
O -2.322 1.035 -1.675
C 2.690 -6.059 -1.156
C -3.965 2.985 0.812
H -6.833 0.501 0.821
C -3.623 -4.447 -0.438
C -4.856 3.968 1.172
H 5.060 5.111 -1.688
H 0.801 -2.071 0.638
C 2.259 2.516 -0.650
O -1.670 2.538 2.242
C -3.494 -2.479 2.906
H -3.692 -1.846 -2.169
C 1.571 -5.604 -1.834
C -3.506 -5.816 -0.622
H 3.194 -2.323 0.968
N -0.513 -0.269 2.228
C 1.110 -4.320 -1.616
H -2.282 -7.547 -0.353
H -4.344 -2.925 4.810
H -0.654 -3.870 1.080
C -1.450 -4.429 0.605
H 6.835 1.018 0.431
C -2.368 -6.483 -0.196
H -0.699 0.727 2.439
H -2.717 -1.527 6.046
H -4.514 -3.928 -0.761
H -5.703 -0.752 -3.107
Sm -0.715 -0.025 -0.413
H -4.590 2.684 -2.503
H -4.305 -6.361 -1.105
C -5.045 -0.656 0.700
C 6.450 1.907 -0.046
C 5.106 2.204 0.043



| no. | calculated total energy (Eh) | F_max (eV/Å) |
| --- | --- | --- |
| 1 | -3022.0556 | 0.3 |
| 2 | -6149.4044 | 2.5 |